# 1
{
  "formula": "C32H31F5N2O4",
  "method": "ωB97M-V with the def2-TZVPD basis set",
  "elements": ["F", "F", "F", "F", "F", "O", "O", "O", "O", "N", "N", "C", "C", "C", "C", "C", "C", "C", "C", "C", "C", "C", "C", "C", "C", "C", "C", "C", "C", "C", "C", "C", "C", "C", "C", "C", "C", "C", "C", "C", "C", "C", "C", "H", "H", "H", "H", "H", "H", "H", "H", "H", "H", "H", "H", "H", "H", "H", "H", "H", "H", "H", "H", "H", "H", "H", "H", "H", "H", "H", "H", "H", "H", "H"],
  "coordinates": [[-25.691440, 19.524420, -15.327860], [-23.672170, 28.954050, -12.908590], [-17.977910, 19.270980, -9.008690], [-24.647800, 21.532210, -19.861830], [-25.123200, 23.562690, -15.937210], [-22.372720, 22.530300, -20.245700], [-22.443540, 23.039510, -14.856910], [-20.871330, 21.636870, -14.989140], [-20.341500, 21.924350, -19.556280], [-21.378010, 21.834960, -20.250180], [-21.826200, 22.203940, -15.455420], [-22.423360, 26.988820, -12.478700], [-19.218090, 19.677650, -10.941830], [-24.064020, 19.675530, -13.629210], [-26.015510, 20.364610, -18.352960], [-25.179670, 24.415240, -16.982520], [-24.415620, 26.338300, -18.239380], [-27.343810, 19.152310, -20.530130], [-24.656150, 25.468460, -13.099560], [-18.921940, 21.860260, -12.017600], [-25.268200, 26.065400, -19.289160], [-25.194610, 19.121750, -14.148100], [-22.368300, 25.662170, -12.290540], [-25.836900, 18.034030, -13.473380], [-22.274620, 21.719650, -16.759250], [-26.255920, 19.995760, -20.718500], [-24.415350, 25.585580, -17.022810], [-19.486840, 20.565230, -12.009480], [-24.082330, 18.097530, -11.842770], [-23.565970, 19.191800, -12.394140], [-26.010000, 24.915820, -19.143760], [-18.008330, 22.263050, -11.070890], [-27.754820, 18.884340, -19.191720], [-21.484200, 20.843910, -21.382790], [-25.309600, 17.546580, -12.319690], [-18.282050, 20.065910, -9.991720], [-27.077190, 19.475740, -18.134590], [-24.691030, 26.839970, -13.068420], [-25.677480, 20.649800, -19.682890], [-23.591780, 27.633850, -12.819420], [-23.467580, 24.888260, -12.638550], [-17.723550, 21.377890, -9.993180], [-25.950970, 24.094710, -18.029920], [-25.587840, 27.399210, -13.290670], [-21.649300, 21.338120, -17.566420], [-21.462190, 21.431430, -22.300630], [-21.534050, 27.485780, -12.120150], [-22.334560, 20.162260, -21.364690], [-17.131720, 21.725880, -9.159490], [-26.495450, 23.166440, -18.120790], [-25.527110, 20.856220, -17.524590], [-23.403320, 23.863010, -12.971900], [-21.429490, 25.144080, -12.161650], [-27.920580, 18.801630, -21.373200], [-26.626560, 24.499740, -19.926790], [-19.192620, 22.528190, -12.821970], [-20.554530, 20.284140, -21.280430], [-23.042690, 20.981890, -16.527120], [-25.457070, 24.824920, -13.432390], [-22.616950, 22.619510, -17.270300], [-26.689050, 17.667630, -14.026540], [-22.627060, 19.569730, -12.017270], [-23.494150, 17.790530, -10.990600], [-17.535370, 23.232880, -11.024590], [-23.511100, 20.342660, -14.273890], [-25.386770, 26.622430, -20.206790], [-20.179300, 20.216380, -12.761270], [-19.545630, 18.649610, -10.894250], [-27.360350, 19.146840, -17.145620], [-23.614910, 27.056520, -18.336470], [-25.754380, 16.666880, -11.878470], [-25.973160, 20.278230, -21.721820], [-28.567190, 18.192300, -19.025800], [-23.736480, 25.859200, -16.228660]],
  "forces_ev_per_a": [[0.0, 0.1, -0.2], [0.0, 0.6, 0.0], [0.4, -1.4, 1.5], [-0.8, -0.6, -0.3], [0.0, 0.2, 0.1], [0.9, 0.8, 1.4], [-0.8, 0.8, -0.4], [1.3, -0.7, 0.5], [-2.4, -0.2, -1.2], [-0.1, -0.1, -0.8], [1.4, -1.0, 0.2], [1.2, 2.4, 1.5], [1.1, 0.6, -0.7], [0.2, 0.1, -0.2], [-0.8, -0.2, -0.6], [1.2, 1.1, 1.1], [0.7, -0.3, 1.6], [-0.3, 0.2, 2.0], [1.5, -0.1, 1.2], [-0.5, -0.8, -1.0], [-0.3, -0.7, 0.2], [-0.1, -1.4, 1.6], [-0.6, -2.8, -1.2], [0.1, 1.8, -1.8], [-1.7, 1.1, -1.7], [-0.8, 0.3, -1.7], [0.0, -0.1, -1.5], [0.3, 0.0, 1.5], [-1.5, -1.0, 1.4], [1.1, 1.4, -2.5], [-0.6, -0.8, -0.3], [0.1, -1.5, 2.1], [0.6, 0.2, -1.8], [2.2, -0.6, 0.2], [1.2, -0.4, 0.3], [-0.3, 3.4, -1.3], [0.3, -0.3, -0.2], [-1.5, 1.7, -0.7], [1.0, 0.1, 2.5], [0.1, -1.9, 0.2], [-0.9, -0.6, -1.8], [-0.8, -0.6, -1.1], [-1.1, -0.7, -1.7], [-0.3, -0.1, -0.3], [1.3, -0.4, 1.3], [-0.1, 0.0, 0.2], [0.0, 0.8, -0.5], [-0.1, 0.6, 0.5], [0.2, -0.2, 0.0], [0.0, -0.1, 0.5], [0.1, 0.0, 0.0], [0.5, -0.4, 1.1], [0.1, 0.2, 0.5], [0.2, -0.3, 0.0], [-0.1, 0.5, -0.4], [0.0, 0.0, -0.1], [-0.1, -0.2, -0.4], [-0.3, 0.3, -0.2], [-0.2, 0.3, 0.0], [-1.0, -0.1, 0.2], [-0.3, -0.4, 0.5], [0.0, 0.3, 0.0], [-0.7, -0.8, 0.3], [-0.2, 0.1, -0.3], [0.0, 0.5, 0.4], [0.5, 0.3, 0.1], [0.0, 0.4, -0.2], [-0.4, 0.0, -0.2], [0.1, 0.4, 0.2], [-0.3, 0.5, 0.1], [0.0, 0.0, 0.2], [0.2, -0.1, -0.2], [-0.1, 0.1, 0.1], [0.0, -0.1, 0.1]],
  "lumo_energy_ev": -0.19,
  "smiles": "C[N+](=O)[O-].C[N+](=O)[O-].Fc1ccccc1.Fc1ccccc1.Fc1ccccc1.Fc1ccccc1.Fc1ccccc1",
  "energy_ha": -2147.48256,
  "homo_energy_ev": -8.8,
  "total_charge": 0,
  "e_above_lowest_kj_mol": 90.2
}

# 2
{
  "formula": "C32H31F6KN10O2S",
  "method": "ωB97M-V with the def2-TZVPD basis set",
  "elements": ["K", "S", "F", "F", "F", "F", "F", "F", "O", "O", "N", "N", "N", "N", "N", "N", "N", "N", "N", "N", "C", "C", "C", "C", "C", "C", "C", "C", "C", "C", "C", "C", "C", "C", "C", "C", "C", "C", "C", "C", "C", "C", "C", "C", "C", "C", "C", "C", "C", "C", "C", "C", "H", "H", "H", "H", "H", "H", "H", "H", "H", "H", "H", "H", "H", "H", "H", "H", "H", "H", "H", "H", "H", "H", "H", "H", "H", "H", "H", "H", "H", "H", "H"],
  "coordinates": [[-0.900005, -1.001820, -0.129597], [-0.769826, 0.220389, 4.016745], [-0.948719, -1.078334, -5.488778], [0.990782, -3.179208, -4.396605], [2.467956, -1.974162, -3.394471], [1.708682, -1.364526, -5.308557], [-1.695708, -2.428277, -3.987911], [-1.968900, -0.307094, -3.753790], [-3.055281, -0.296849, -0.419625], [0.091694, -1.635053, -2.123507], [0.013305, -2.199162, 4.799376], [1.062195, 3.127696, 0.915322], [-2.121759, -1.766648, 1.989267], [-1.401619, -2.309341, 3.053510], [-1.561053, 2.483838, 1.585651], [1.561452, -1.285344, 1.000285], [3.873874, 1.120939, -0.331513], [3.279643, -2.578293, 0.517493], [-1.550571, 3.533586, 3.552454], [2.896018, 3.007734, -1.018021], [-5.002168, 2.213890, 3.862977], [2.175786, -1.949535, 0.048825], [-5.706868, -3.442240, -0.900665], [-4.816734, -3.422417, 0.157608], [5.222870, 2.744176, -3.895398], [3.835782, 2.715614, -1.979540], [1.334922, -1.910199, -4.127837], [-4.794631, -1.327369, -1.617686], [4.209565, 3.339554, -3.164371], [-2.801682, 2.311443, 2.203949], [-0.788068, -1.503946, 3.865485], [2.046831, 2.064138, 1.106137], [5.459958, 0.949969, -2.276669], [-5.002635, 1.549832, 2.627137], [0.234591, -1.125508, -3.344001], [-1.097428, -1.248859, -4.147613], [2.957500, 2.013705, -0.081580], [-3.855967, -1.276215, -0.533820], [-3.032553, -2.557404, 1.568301], [2.291991, -1.503728, 2.145167], [-0.869195, 3.189125, 2.412644], [-3.899226, 2.929227, 4.298043], [5.841571, 1.563544, -3.456221], [4.443379, 1.534560, -1.526152], [3.362802, -2.298894, 1.865989], [-5.678522, -2.363915, -1.794630], [0.654886, 0.361814, -3.358543], [-2.807062, 2.957573, 3.441587], [0.517320, 3.677838, 2.144899], [-3.906139, 1.580252, 1.782939], [-3.896300, -2.393636, 0.384443], [4.162575, -3.408451, -0.263352], [4.074118, -4.459110, 0.021172], [0.001767, 0.892439, -2.667591], [5.921695, 0.030565, -1.941207], [0.469575, 4.772896, 2.078771], [1.833814, -2.006560, -0.979540], [1.682610, 0.441613, -3.001308], [-3.882934, 3.412655, 5.267209], [-3.192483, -3.485537, 2.132165], [-3.858111, 1.018740, 0.855094], [0.273180, 2.762784, 0.385903], [-4.821740, -4.248375, 0.865890], [-4.755538, -0.498210, -2.314873], [0.063446, -1.699839, 5.675851], [3.892694, -3.305899, -1.312661], [4.153860, -2.692973, 2.480391], [1.973198, -1.106033, 3.095780], [0.582213, 0.824564, -4.345530], [3.723357, 4.243084, -3.509852], [-1.143822, 3.916612, 4.386332], [-5.874208, 2.146122, 4.503064], [2.663887, 2.325594, 1.969982], [1.172654, 3.441668, 2.987721], [5.538152, 3.192067, -4.829546], [2.200713, 3.735242, -0.977811], [-6.356999, -2.348113, -2.643306], [-6.395543, -4.267562, -1.033528], [5.198812, -3.090507, -0.135960], [6.620481, 1.118736, -4.062835], [-0.285472, -3.161452, 4.886969], [-5.870389, 0.968721, 2.340550], [1.627710, 1.072097, 1.296918]],
  "forces_ev_per_a": [[0.9, 0.3, 0.9], [0.1, -0.1, 0.0], [0.1, 0.1, -0.3], [-0.1, -0.2, 0.0], [0.1, 0.0, 0.1], [0.0, 0.1, -0.2], [0.0, -0.2, 0.0], [-0.1, 0.1, 0.1], [-1.3, 0.2, -0.3], [0.6, -0.1, -1.2], [0.0, 0.1, 0.1], [0.0, 0.1, -0.1], [0.0, -0.1, 0.6], [-0.2, -0.1, 0.0], [-0.3, 0.1, -0.3], [0.2, -0.1, 0.2], [0.1, 0.0, -0.1], [0.0, -0.1, 0.0], [-0.1, 0.1, -0.1], [0.0, -0.1, -0.1], [0.0, 0.0, 0.0], [0.1, 0.1, 0.1], [0.0, 0.1, 0.0], [0.0, -0.1, 0.1], [0.0, 0.0, 0.0], [0.0, 0.1, 0.0], [-0.1, 0.0, 0.2], [0.0, -0.1, 0.0], [0.0, 0.0, 0.0], [0.1, -0.1, -0.1], [0.0, 0.0, -0.1], [0.1, 0.1, 0.0], [0.0, 0.0, 0.0], [0.0, 0.0, 0.0], [0.1, -0.2, -0.1], [0.1, 0.0, 0.2], [-0.1, 0.0, 0.1], [-0.1, 0.0, 0.1], [-0.2, 0.0, -0.1], [-0.1, 0.0, -0.1], [0.1, 0.0, 0.3], [0.0, 0.0, 0.0], [-0.1, 0.1, 0.0], [0.1, -0.1, 0.1], [0.0, 0.0, -0.1], [0.0, 0.0, 0.0], [0.0, 0.1, 0.0], [0.1, 0.1, 0.1], [0.0, 0.1, 0.0], [0.0, 0.1, 0.0], [0.0, 0.1, 0.1], [0.0, 0.0, 0.0], [0.0, 0.0, 0.0], [0.0, 0.0, 0.0], [0.0, 0.0, 0.0], [0.1, 0.0, 0.0], [0.0, 0.0, 0.0], [0.0, 0.0, 0.0], [0.0, 0.0, 0.0], [0.0, 0.0, -0.1], [0.0, 0.0, 0.0], [0.0, -0.1, 0.1], [0.0, 0.0, 0.0], [0.0, 0.0, 0.0], [0.0, -0.1, -0.1], [0.0, 0.0, 0.0], [0.0, 0.0, 0.0], [0.0, 0.0, 0.0], [0.0, 0.0, 0.0], [0.0, 0.0, 0.0], [0.0, -0.1, 0.0], [0.0, 0.0, 0.0], [0.0, -0.1, 0.0], [-0.1, -0.1, 0.0], [0.0, 0.0, 0.0], [0.0, 0.0, 0.0], [0.0, 0.0, 0.0], [0.0, 0.0, 0.0], [0.0, 0.0, 0.0], [0.0, 0.0, 0.0], [0.0, 0.0, 0.0], [0.0, 0.0, 0.0], [0.0, 0.0, 0.0]],
  "lumo_energy_ev": 4.12,
  "energy_ha": -3533.55448,
  "homo_energy_ev": -1.2,
  "total_charge": -2,
  "e_above_lowest_kj_mol": 218.8
}

# 3
{
  "formula": "C32H32AuClN2O4S2",
  "method": "ωB97M-V with the def2-TZVPD basis set",
  "elements": ["Au", "Cl", "S", "S", "O", "O", "O", "O", "N", "N", "C", "C", "C", "C", "C", "C", "C", "C", "C", "C", "C", "C", "C", "C", "C", "C", "C", "C", "C", "C", "C", "C", "C", "C", "C", "C", "C", "C", "C", "C", "C", "C", "H", "H", "H", "H", "H", "H", "H", "H", "H", "H", "H", "H", "H", "H", "H", "H", "H", "H", "H", "H", "H", "H", "H", "H", "H", "H", "H", "H", "H", "H", "H", "H"],
  "coordinates": [[-0.912610, -0.851165, 0.612007], [-5.126065, -5.959693, -2.554728], [1.118325, -2.073387, -0.465768], [-0.107164, -0.609745, 3.616245], [-2.189818, -2.486167, 1.764632], [3.548550, 1.720188, -2.261443], [0.178670, -0.141785, 2.189316], [-2.067471, -1.277946, -0.992553], [2.186974, 0.067080, -1.535291], [0.761317, -1.225131, -2.908706], [0.006974, 4.100971, 5.104818], [-0.420858, 2.793781, 5.236585], [0.281309, 3.851041, -3.937496], [-0.344918, 3.976368, 2.725946], [-3.350386, -2.415213, -2.529260], [2.787592, -2.165224, 4.051722], [-3.107392, -3.358687, -0.285450], [0.049647, 4.694777, 3.849643], [-1.290778, 0.663438, 4.264404], [2.423215, 1.325219, -2.204386], [-1.351986, 0.099319, -4.844659], [1.448284, -0.079045, 4.455934], [4.745919, -2.130403, 2.661766], [3.857925, -2.822233, 3.478396], [-1.065146, 2.715242, -2.296846], [3.478751, -0.114804, 2.995318], [-0.276828, -0.951940, -5.093440], [1.225475, 2.062835, -2.625542], [0.972889, -0.712061, -4.250435], [-0.819129, 2.065230, 4.113870], [-4.289541, -4.568217, -2.041749], [4.552994, -0.772647, 2.427944], [-2.801019, -2.301004, -1.211710], [0.000504, 1.900842, -1.971895], [1.360370, -0.953036, -1.774033], [-0.929135, 3.689843, -3.275911], [1.358372, 3.050941, -3.608092], [-4.070671, -3.500366, -2.933200], [-0.773849, 2.668707, 2.855034], [2.592714, -0.799341, 3.825736], [-3.822159, -4.475254, -0.740045], [-2.747010, -3.356700, 1.111301], [1.822411, -1.248593, -4.687799], [-0.327966, 4.445732, 1.754384], [-1.031302, 1.066500, -5.224975], [0.384945, 4.611983, -4.694349], [-1.073672, 2.107565, 1.981957], [-4.016320, -5.287681, -0.053591], [5.585368, -2.640801, 2.215139], [0.302658, 4.659532, 5.978990], [-1.763365, 4.330365, -3.511456], [-3.047927, -4.276406, 1.638053], [3.339006, 0.941876, 2.821261], [5.254798, -0.227029, 1.816342], [0.169416, -2.050597, -2.884096], [-4.469330, -3.554485, -3.935452], [2.805677, -0.063281, -0.738715], [1.538117, 1.000782, 4.351945], [-0.665647, -1.952325, -4.879667], [-3.162595, -1.590714, -3.200998], [-2.267543, -0.175261, -5.361337], [2.102776, -2.702773, 4.691536], [4.015880, -3.872380, 3.670896], [-1.457328, 0.400155, 5.307065], [-2.203566, 0.480213, 3.694074], [1.324438, -0.362136, 5.500842], [-0.471364, 2.341933, 6.216147], [0.010008, -0.931102, -6.143744], [-1.561693, 0.204227, -3.781861], [1.209562, 0.351684, -4.220860], [2.310373, 3.171808, -4.103196], [-0.108249, 1.164080, -1.181566], [0.384393, 5.714901, 3.745687], [-2.004795, 2.597598, -1.778632]],
  "forces_ev_per_a": [[0.8, -1.7, -0.9], [-0.1, -0.2, -0.1], [-1.3, 0.3, 1.1], [-0.1, 0.3, 1.9], [0.4, 0.6, 0.1], [0.0, -0.1, 0.0], [0.0, 0.4, -1.9], [1.2, 2.3, 1.2], [0.2, -0.2, 0.3], [-0.1, -0.2, 0.4], [0.1, 0.2, -0.2], [-0.1, -0.2, -0.3], [-0.1, 0.0, 0.0], [0.1, 0.1, 0.1], [0.8, 0.3, 0.5], [-0.1, 0.4, 0.0], [0.2, 0.6, -0.7], [0.0, -0.2, 0.0], [0.2, -0.3, -0.3], [0.1, 0.2, -0.2], [0.1, -0.2, -0.1], [-0.2, -0.3, -0.3], [-0.2, 0.2, 0.0], [0.2, 0.0, -0.2], [-0.1, 0.1, 0.0], [-0.3, 0.0, 0.2], [0.0, 0.3, 0.1], [-0.4, 0.5, -0.1], [0.3, 0.2, -0.8], [0.2, 0.3, 0.0], [0.2, 0.4, 0.3], [0.2, -0.3, -0.1], [-1.1, -2.3, -0.5], [0.3, -0.1, -0.1], [-0.1, 0.2, -0.4], [0.1, -0.1, 0.1], [0.1, -0.2, 0.1], [-0.2, -0.5, 0.4], [0.0, -0.1, 0.3], [0.4, -0.4, -0.3], [-0.1, 0.0, -0.2], [-0.3, -0.6, 0.0], [0.0, 0.1, 0.1], [0.0, 0.0, -0.1], [0.0, 0.1, 0.0], [0.0, 0.1, -0.1], [-0.1, 0.0, -0.1], [0.0, -0.1, 0.0], [0.1, 0.0, 0.0], [0.0, 0.1, 0.1], [-0.1, 0.1, -0.1], [-0.1, 0.1, 0.1], [0.0, 0.2, 0.0], [0.1, 0.1, -0.1], [0.0, 0.2, 0.2], [0.0, 0.0, -0.1], [-0.1, 0.0, -0.1], [-0.2, 0.0, 0.0], [0.1, -0.1, -0.1], [0.0, 0.1, -0.1], [-0.1, 0.1, 0.0], [-0.1, -0.1, 0.1], [0.0, -0.1, 0.0], [-0.1, -0.2, 0.1], [0.0, -0.2, 0.1], [-0.2, 0.1, 0.1], [0.0, -0.1, 0.1], [0.0, -0.1, 0.0], [-0.1, 0.0, 0.1], [0.0, -0.2, 0.0], [0.1, 0.1, 0.0], [0.0, 0.0, 0.0], [0.0, 0.1, 0.0], [-0.1, 0.0, 0.0]],
  "lumo_energy_ev": [-9.65, -9.65],
  "energy_ha": -3040.70818,
  "homo_energy_ev": [-13.7, -13.7],
  "total_charge": 2,
  "e_above_lowest_kj_mol": 192.8
}